{
  "formula": "C17H28NO2",
  "method": "ωB97M-V with the def2-TZVPD basis set",
  "gap_ev": 9.48,
  "smiles": "CC(C)c1ccccc1OCC[N@H+]1C[C@@H](C)O[C@@H](C)C1",
  "total_energy_ha": -869.5844,
  "total_charge": 1,
  "species": ["C", "C", "C", "C", "C", "C", "C", "C", "C", "O", "C", "C", "N", "C", "C", "C", "O", "C", "C", "C", "H", "H", "H", "H", "H", "H", "H", "H", "H", "H", "H", "H", "H", "H", "H", "H", "H", "H", "H", "H", "H", "H", "H", "H", "H", "H", "H", "H"],
  "positions_angstrom": [[0.95097, -1.50538, 1.59568], [1.52086, -1.49303, 0.17200], [1.79488, -2.91868, -0.29862], [2.73437, -0.59165, 0.12238], [4.03552, -1.07263, 0.15936], [5.11940, -0.21333, 0.11418], [4.92049, 1.15256, 0.03535], [3.63356, 1.65982, 0.01107], [2.55525, 0.79297, 0.06017], [1.23536, 1.26449, 0.11071], [0.83840, 2.25306, -0.81722], [-0.62495, 2.55946, -0.47443], [-1.31713, 1.28527, -0.16054], [-2.44142, 1.43902, 0.78823], [-3.03727, 0.05950, 1.12827], [-4.24790, 0.20020, 2.03944], [-3.44713, -0.58462, -0.05403], [-2.38837, -0.79930, -0.95582], [-2.93543, -1.53794, -2.16863], [-1.77609, 0.55453, -1.36350], [0.03244, -2.08876, 1.63784], [1.66945, -1.95959, 2.27285], [0.75423, -0.49441, 1.94950], [0.76979, -1.06071, -0.50570], [2.28589, -2.91849, -1.26861], [2.41990, -3.45126, 0.41211], [0.85720, -3.46334, -0.38858], [4.21006, -2.13409, 0.21779], [6.12075, -0.61297, 0.14089], [5.76052, 1.82782, 0.00022], [3.47776, 2.72688, -0.03117], [1.42973, 3.16905, -0.72654], [0.94822, 1.87690, -1.84387], [-1.12723, 3.07690, -1.29160], [-0.65448, 3.18612, 0.41893], [-0.56841, 0.71897, 0.29129], [-2.08788, 1.92506, 1.69805], [-3.20935, 2.05913, 0.31929], [-2.25835, -0.54465, 1.62748], [-5.01727, 0.78932, 1.54942], [-4.65569, -0.78386, 2.24722], [-3.96863, 0.67325, 2.97556], [-1.60681, -1.40797, -0.46695], [-3.38330, -2.47227, -1.84547], [-2.14109, -1.75165, -2.87701], [-3.70461, -0.94376, -2.65280], [-0.93681, 0.39813, -2.04102], [-2.53942, 1.15596, -1.86321]],
  "atomic_forces_ev_per_a": [[-0.068, 0.044, -0.270], [-0.009, -0.109, 0.113], [-0.090, 0.265, -0.055], [-0.332, 0.207, -0.125], [-0.056, 0.097, -0.018], [0.098, 0.029, 0.028], [0.021, -0.052, -0.021], [-0.317, 0.102, 0.003], [0.164, -0.192, -0.024], [0.211, 0.020, 0.127], [-0.062, 0.028, -0.278], [0.652, 0.429, -0.011], [0.374, -0.138, 0.210], [-0.686, -0.375, 0.531], [0.036, 0.383, 0.262], [0.346, -0.083, -0.285], [-0.171, -0.057, -0.053], [0.224, 0.097, -0.367], [0.133, 0.199, 0.389], [-0.337, -0.773, -0.385], [-0.115, -0.072, 0.058], [0.066, -0.035, 0.115], [-0.044, 0.081, 0.111], [0.068, -0.037, 0.053], [0.058, -0.078, -0.088], [0.092, -0.108, 0.064], [-0.056, -0.087, 0.014], [0.002, -0.152, -0.018], [0.102, -0.037, 0.001], [0.082, 0.064, -0.006], [-0.015, 0.121, 0.012], [-0.134, -0.062, -0.016], [0.015, 0.034, 0.123], [-0.065, -0.088, 0.065], [-0.100, -0.118, -0.039], [-0.261, 0.087, -0.099], [0.118, 0.024, -0.114], [0.119, 0.015, -0.036], [-0.056, 0.059, -0.076], [-0.093, 0.104, -0.046], [-0.016, -0.079, 0.049], [0.003, 0.056, 0.136], [-0.054, 0.081, -0.023], [-0.006, -0.092, 0.015], [0.084, -0.044, -0.112], [-0.081, 0.088, -0.089], [0.064, 0.089, 0.087], [0.088, 0.067, 0.088]],
  "lowdin_charge": [-0.051, -0.375, -0.063, -0.130, -0.014, -0.061, -0.064, -0.006, -0.197, -0.108, -0.146, -0.062, -0.097, -0.047, -0.364, -0.005, -0.055, -0.364, -0.003, -0.047, 0.074, 0.094, 0.073, 0.113, 0.090, 0.082, 0.081, 0.113, 0.111, 0.112, 0.114, 0.132, 0.143, 0.149, 0.143, 0.158, 0.151, 0.157, 0.154, 0.094, 0.095, 0.092, 0.148, 0.096, 0.092, 0.094, 0.146, 0.156]
}